Record 1
Formula: C20H43MnN2P3Se
Source: the Open Molecules 2025 dataset
Level of theory: the ωB97M-V functional and the def2-TZVPD basis

Summary:
* energy relative to the best compared isomer or geometry (same formula, charge and spin): 95.89 kJ/mol
* LUMO level (alpha / beta): -9.4 / -12.8 eV
* molar mass: 538.4 g mol⁻¹
* E_HOMO (alpha / beta): -17.081 / -16.744 eV
* max |F|: 2.79 eV/A

Structure (ORCA input):
```
! RIJCOSX wB97M-V def2-TZVPD def2/J DEFGRID3
* xyz 3 5
Mn -0.85 0.38 -0.40
P 1.49 -1.03 0.24
P 0.86 1.67 -1.81
P -2.03 -1.23 0.69
H -2.38 1.05 -2.46
C -2.70 0.88 -1.44
C -2.11 1.81 -0.52
H -1.58 2.65 -1.01
C 1.94 -2.40 -0.91
C 3.07 -0.14 0.38
C 1.47 -1.91 1.83
C 0.06 2.87 -2.97
C 1.98 2.88 -0.97
C 1.97 0.83 -3.01
C -3.85 -1.08 0.48
C -1.91 -1.24 2.52
C -1.74 -2.97 0.19
H -3.76 0.62 -1.52
H -2.48 2.04 0.49
H 2.91 -2.85 -0.64
H 1.98 -1.99 -1.92
H 1.16 -3.18 -0.89
H 3.87 -0.81 0.70
H 2.98 0.64 1.13
H 3.38 0.32 -0.56
H 2.43 -2.39 2.02
H 0.70 -2.68 1.86
H 1.28 -1.20 2.63
H 0.80 3.22 -3.71
H -0.32 3.74 -2.41
H -0.77 2.38 -3.49
H 2.63 3.38 -1.70
H 2.59 2.36 -0.23
H 1.37 3.64 -0.45
H 2.34 1.58 -3.73
H 1.41 0.05 -3.55
H 2.83 0.37 -2.52
H -4.40 -1.95 0.89
H -4.06 -1.00 -0.59
H -4.18 -0.16 0.98
H -2.69 -1.90 2.92
H -2.06 -0.22 2.91
H -0.92 -1.60 2.86
H -2.65 -3.55 0.41
H -0.89 -3.42 0.72
H -1.53 -3.00 -0.89
C -1.64 -2.48 -4.62
C -2.32 -1.36 -4.10
C -3.67 -1.14 -4.37
C -4.36 -2.05 -5.18
C -3.71 -3.17 -5.71
C -2.34 -3.38 -5.45
Se 0.21 -2.70 -4.20
H -0.11 -3.79 -3.27
H -1.75 -0.65 -3.50
H -4.17 -0.26 -3.93
H -5.41 -1.90 -5.44
H -4.28 -3.86 -6.35
H -1.80 -4.22 -5.87
C 2.25 2.85 3.44
N 0.94 2.14 3.46
C 0.30 1.82 4.74
C 0.42 1.70 2.36
N -0.04 1.30 1.35
H 2.46 3.29 4.42
H 2.18 3.65 2.69
H 3.06 2.16 3.18
H -0.75 2.10 4.70
H 0.38 0.75 4.98
H 0.77 2.36 5.57
*
```

Record 2
Formula: C20H43N2O9S4
Source: the Open Molecules 2025 dataset
Level of theory: the ωB97M-V functional and the def2-TZVPD basis

Summary:
* LUMO level: -2.4 eV
* molar mass: 583.8 g mol⁻¹
* E_HOMO: -12.028 eV
* max |F|: 0.87 eV/A

Structure (ORCA input):
```
! RIJCOSX wB97M-V def2-TZVPD def2/J DEFGRID3
* xyz 1 1
N 0.27 1.50 -0.58
C -0.72 0.55 -1.00
C -0.65 -0.77 -0.24
O 0.68 -1.11 -0.07
C 1.37 -1.34 -1.28
C 0.78 -0.72 -2.59
N -0.39 0.22 -2.43
H 0.19 1.72 0.40
H 0.13 2.33 -1.13
H -1.74 0.96 -0.93
H -1.20 -1.51 -0.85
H -1.14 -0.68 0.73
H 2.37 -0.93 -1.13
H 1.50 -2.41 -1.45
H 0.48 -1.52 -3.27
H 1.57 -0.17 -3.10
H -1.21 -0.24 -2.83
H -0.27 1.08 -2.98
C 3.40 2.36 -2.14
C 4.65 1.85 -2.86
C 4.18 1.16 -4.16
S 2.65 1.99 -4.61
O 1.54 1.05 -4.50
O 2.82 2.75 -5.82
C 2.57 3.06 -3.20
H 3.64 3.03 -1.31
H 2.84 1.51 -1.72
H 5.31 2.69 -3.11
H 5.22 1.16 -2.25
H 4.88 1.27 -4.98
H 3.96 0.11 -4.00
H 1.51 3.19 -2.98
H 3.01 4.02 -3.48
C -2.30 6.39 -4.57
C -2.23 5.13 -5.46
C -0.94 4.39 -5.11
S -0.59 4.81 -3.39
O 0.64 5.56 -3.33
O -0.75 3.62 -2.57
C -1.97 5.92 -3.16
H -3.28 6.85 -4.61
H -1.57 7.12 -4.91
H -3.09 4.49 -5.25
H -2.26 5.39 -6.52
H -1.03 3.31 -5.19
H -0.09 4.74 -5.70
H -1.67 6.72 -2.48
H -2.78 5.35 -2.72
C 1.48 -3.45 5.61
C 2.72 -2.55 5.47
C 3.13 -2.57 3.99
S 1.63 -2.87 3.05
O 1.74 -4.14 2.38
O 1.28 -1.69 2.29
C 0.55 -3.05 4.47
H 1.00 -3.34 6.57
H 1.77 -4.50 5.50
H 2.46 -1.53 5.77
H 3.53 -2.89 6.11
H 3.56 -1.62 3.66
H 3.82 -3.38 3.77
H -0.21 -3.80 4.26
H 0.09 -2.09 4.66
C -4.57 -3.18 4.68
C -4.27 -4.25 3.61
C -3.11 -5.11 4.12
S -3.21 -5.05 5.93
O -2.05 -4.37 6.43
O -3.60 -6.35 6.42
C -4.61 -3.93 6.01
H -5.51 -2.67 4.49
H -3.77 -2.44 4.69
H -5.16 -4.87 3.46
H -4.03 -3.80 2.65
H -3.18 -6.14 3.81
H -2.15 -4.70 3.84
H -4.49 -3.29 6.88
H -5.51 -4.53 6.10
*
```

Record 3
Formula: C20H43N5O8S2
Source: the Open Molecules 2025 dataset
Level of theory: the ωB97M-V functional and the def2-TZVPD basis

Summary:
* LUMO level (alpha / beta): 1.7 / 1.7 eV
* molar mass: 545.7 g mol⁻¹
* E_HOMO (alpha / beta): 0.266 / -7.846 eV
* max |F|: 6.16 eV/A

Structure (ORCA input):
```
! RIJCOSX wB97M-V def2-TZVPD def2/J DEFGRID3
* xyz -1 2
C 3.82 10.45 9.93
C 4.40 11.64 10.66
O 4.97 11.30 11.92
H 2.78 10.48 10.24
H 4.25 9.47 10.15
H 3.77 10.57 8.85
H 3.70 12.48 10.70
H 5.25 11.93 10.05
H 5.51 12.05 12.20
C 7.02 9.25 15.06
C 5.97 8.67 14.06
O 5.85 7.18 14.16
H 6.68 10.25 15.30
H 7.97 9.39 14.55
H 7.10 8.74 16.03
H 6.28 8.94 13.06
H 4.97 9.08 14.20
H 5.21 6.92 13.50
C 3.00 7.30 9.89
C 3.43 6.72 11.18
N 3.77 6.21 12.18
H 3.92 7.38 9.31
H 2.60 8.30 10.07
H 2.21 6.73 9.40
C 5.27 12.79 15.43
C 6.05 13.34 16.54
N 6.65 13.74 17.43
H 4.54 13.57 15.22
H 4.71 11.92 15.79
H 5.94 12.58 14.61
C 2.68 15.42 18.23
C 2.59 14.23 17.37
N 2.45 13.34 16.57
H 2.39 15.33 19.28
H 2.20 16.32 17.85
H 3.72 15.72 18.29
C 2.27 10.41 14.27
C 1.63 9.86 13.05
N 1.14 9.41 12.10
H 2.57 9.54 14.85
H 1.71 11.16 14.84
H 3.26 10.85 14.11
C 1.40 7.18 15.83
C 0.88 7.74 17.07
N 0.42 8.09 18.08
H 0.66 7.31 15.04
H 1.27 6.10 15.96
H 2.38 7.53 15.51
O -0.45 4.27 14.87
S -1.40 5.32 14.47
O -1.39 6.58 15.20
O -1.06 5.58 12.88
C -1.58 6.75 12.27
C -0.88 7.03 10.99
C -3.21 4.80 14.45
H -1.42 7.58 12.96
H -2.64 6.69 12.02
H -1.05 6.20 10.31
H 0.19 7.20 11.10
H -1.12 7.97 10.48
H -3.82 5.64 14.76
H -3.26 4.07 15.26
H -3.55 4.28 13.55
O -1.15 15.48 10.37
S -1.44 14.93 11.69
O -2.65 14.15 11.77
O -0.15 14.04 12.16
C 1.08 14.61 12.05
C 1.99 13.89 12.99
C -1.40 16.16 13.01
H 1.10 15.70 12.14
H 1.39 14.50 11.01
H 1.70 14.16 14.01
H 2.98 14.34 12.94
H 2.05 12.82 12.79
H -2.27 16.76 12.76
H -0.49 16.75 12.95
H -1.52 15.67 13.98
*
```